82
Properties=species:S:1:pos:R:3:lowdin_charge:R:1 method="wB97M-V/def2-TZVPD" energy_ha=-2142.73366 orbital_gap_ev=9.933 smiles="C[C@H]1COC(=O)O1.C[C@H]1COC(=O)O1.C[C@H]1COC(=O)O1.C[C@H]1COC(=O)O1.CO.CO.CO.CO.O.O" charge=0
O 0.90774 -3.05902 -2.44491 -0.050
H 0.94534 -2.92770 -3.39231 0.034
H 0.93572 -2.17504 -2.07880 -0.031
O 0.04279 -0.62913 -1.50593 -0.053
H -0.86204 -0.74199 -1.79707 0.016
H -0.03250 -0.30933 -0.60688 0.007
C 0.64459 2.97609 -1.79295 -0.002
C -0.31732 4.19746 -1.85654 -0.273
C -0.23823 5.18624 -0.69920 -0.074
O 0.23681 6.37529 -1.32865 0.076
C 0.22355 6.25040 -2.67115 -0.625
O 0.33316 7.10578 -3.47962 0.174
O 0.13045 4.99592 -2.94634 0.096
H 1.69563 3.24358 -1.68402 0.093
H 0.64586 2.38658 -2.70978 0.067
H 0.33687 2.41018 -0.91366 0.072
H -1.33308 3.88482 -2.09858 0.142
H 0.58691 4.85164 -0.07050 0.108
H -1.21170 5.31339 -0.22561 0.135
C -0.79788 0.24494 5.47453 -0.018
C -1.45722 -0.53047 4.33899 -0.284
C -2.88767 -0.16481 3.98274 -0.082
O -2.85261 -0.14517 2.57579 0.057
C -1.55250 -0.23580 2.14317 -0.533
O -1.15357 -0.13179 0.98535 0.105
O -0.73536 -0.29732 3.12110 0.104
H 0.22592 -0.09738 5.62534 0.091
H -1.38441 0.11479 6.38399 0.094
H -0.83656 1.31663 5.27931 0.088
H -1.37276 -1.57114 4.65199 0.158
H -3.18197 0.85504 4.23056 0.143
H -3.56600 -0.90515 4.40682 0.145
C 0.86388 -3.14403 1.16114 -0.025
C -0.05497 -4.34852 0.99013 -0.275
C 0.21035 -5.19626 -0.27828 -0.105
O 0.53795 -6.45445 0.25770 0.056
C 0.47429 -6.44241 1.63238 -0.479
O 0.61861 -7.49927 2.28768 0.090
O 0.28033 -5.19232 2.10220 0.073
H 1.94606 -3.26276 1.21487 0.099
H 0.63853 -2.61317 2.08608 0.068
H 0.64923 -2.49828 0.30966 0.066
H -1.13166 -4.17868 0.99441 0.154
H 1.04212 -4.72782 -0.80443 0.109
H -0.69053 -5.24924 -0.88959 0.136
C 2.64627 -0.25509 1.68333 0.012
C 1.93665 1.09746 1.95269 -0.311
C 2.23709 1.69797 3.31220 -0.076
O 2.49095 3.07447 3.01043 0.069
C 2.46668 3.26692 1.66108 -0.499
O 2.53811 4.37128 1.12595 0.120
O 2.22297 2.10676 1.03074 0.081
H 2.40673 -1.06462 2.37281 0.077
H 3.73478 -0.19900 1.67343 0.093
H 2.40252 -0.64303 0.69430 0.063
H 0.84951 1.05557 1.88593 0.125
H 3.10892 1.32466 3.84947 0.140
H 1.33943 1.63445 3.92723 0.114
C -4.70987 -0.99538 0.33913 -0.156
O -3.69980 -1.86904 -0.19878 -0.125
H -4.86391 -1.39124 1.34296 0.069
H -4.46521 0.06598 0.29753 0.073
H -5.68897 -1.09759 -0.12887 0.070
H -3.22593 -1.38800 -0.88117 0.009
C 3.67352 -0.14008 -2.04019 -0.130
O 4.10053 -0.23283 -3.42854 -0.118
H 4.49266 -0.26022 -1.33119 0.080
H 3.23788 0.84851 -1.89528 0.071
H 2.89403 -0.87724 -1.84763 0.048
H 3.35116 -0.05262 -4.00087 0.029
C -2.87911 0.64313 -2.45396 -0.121
O -2.75646 -0.77952 -2.55001 -0.129
H -2.26800 1.19645 -1.74090 0.082
H -2.79684 1.10243 -3.43904 0.085
H -3.89755 0.91982 -2.18137 0.078
H -3.16216 -1.17100 -3.32703 0.113
C 0.69724 -0.04382 -4.48612 -0.166
O 1.54728 0.61470 -5.38281 -0.102
H 0.08983 -0.81991 -4.95177 0.087
H 1.31893 -0.45287 -3.68972 0.049
H 0.01581 0.68352 -4.04484 0.061
H 1.11214 1.04870 -6.12031 0.088

***

102
Properties=species:S:1:pos:R:3:lowdin_charge:R:1 method="wB97M-V/def2-TZVPD" spin_multiplicity=2 energy_ha=-4830.04297 orbital_gap_ev="6.182 / 4.488" e_above_lowest_ev=0.000 charge=+1
Ti 1.62040 0.28474 -0.03750 1.063
C 6.30935 -2.45149 3.56532 -0.019
N 5.89782 -1.50237 2.54081 -0.125
C 6.74209 -0.85046 1.69048 -0.038
C 5.95828 -0.05302 0.89941 -0.113
N 4.65371 -0.20801 1.24939 0.072
C 4.63521 -1.07492 2.23930 -0.467
P 3.14948 -1.72600 3.02285 1.187
C 2.31153 -2.42601 1.55611 -0.431
N 2.02707 -1.81029 0.41317 -0.058
C 1.44241 -2.75042 -0.40503 -0.144
C 1.39118 -3.93804 0.25156 -0.016
N 1.93852 -3.72066 1.49010 -0.108
C 2.11639 -4.75487 2.50608 -0.009
C 2.13622 -0.22721 3.16536 -0.441
N 1.62149 0.50442 2.18021 -0.035
C 0.78845 1.43157 2.76324 -0.091
C 0.82189 1.25848 4.11187 -0.013
N 1.66438 0.20799 4.35467 -0.111
C 2.00437 -0.30463 5.67897 -0.012
H 7.36212 -2.28991 3.77889 0.097
H 6.16950 -3.47615 3.22419 0.094
H 5.73876 -2.29027 4.47665 0.079
H 7.80705 -1.00295 1.72157 0.128
H 6.26244 0.61632 0.11106 0.110
H 1.09145 -2.50026 -1.39041 0.101
H 1.00906 -4.89900 -0.04352 0.134
H 1.47525 -5.59182 2.24608 0.099
H 1.82590 -4.37537 3.48180 0.081
H 3.15176 -5.08894 2.53362 0.097
H 0.23253 2.14300 2.17652 0.128
H 0.31927 1.78165 4.90603 0.135
H 1.49886 0.31203 6.41578 0.098
H 3.07772 -0.24470 5.84376 0.093
H 1.67101 -1.33457 5.78522 0.090
I 3.93962 -1.06740 -2.41323 1.119
C 4.31334 0.95141 -2.63532 -0.617
C 4.83087 1.34116 -3.86469 -0.119
C 5.16707 2.66517 -4.10411 -0.026
C 5.02024 3.59524 -3.09389 0.023
C 4.51764 3.21047 -1.84686 -0.165
C 4.37649 4.19335 -0.84336 0.062
C 3.87935 3.86849 0.41045 -0.013
C 3.47237 2.57704 0.64741 -0.076
C 3.41128 1.58317 -0.36892 -0.121
C 4.10253 1.86905 -1.59311 -0.265
H 4.95997 0.60449 -4.64510 0.096
H 5.54148 2.95928 -5.07457 0.121
H 5.27210 4.63402 -3.26174 0.128
H 4.69818 5.20370 -1.06230 0.133
H 3.79468 4.62397 1.17888 0.123
H 3.08966 2.33779 1.62930 0.089
F 0.83555 1.85471 0.11481 -0.348
Sb -0.34257 3.04337 -2.24874 1.510
F -1.66500 2.60842 -0.57928 -0.615
F 0.97554 -0.17363 -1.60525 -0.365
F 1.60174 2.55704 -2.38233 -0.505
F -0.09347 4.24504 -3.76929 -0.561
F 0.22050 4.45902 -1.10976 -0.464
C -5.50334 -3.16520 -1.62558 -0.041
C -4.37014 -2.20101 -1.24975 -0.485
C -3.23434 -3.03786 -0.62011 -0.041
C -3.83156 -1.58918 -2.54754 -0.024
C -4.90942 -1.12430 -0.24479 -0.424
O -5.13189 -1.73542 1.03295 -0.017
C -6.27502 -0.49252 -0.62084 -0.109
C -6.53330 0.29436 -1.91743 -0.127
C -5.70161 1.54213 -2.10335 -0.246
C -4.85163 1.69183 -3.19229 -0.044
C -4.01360 2.79419 -3.30818 -0.105
C -4.02984 3.75343 -2.31428 -0.666
Cl -2.88686 5.05995 -2.37287 0.701
C -4.90394 3.66099 -1.24347 -0.087
C -5.74139 2.56234 -1.15372 -0.043
C -3.93923 0.01832 0.06206 -0.029
N -2.59740 -0.36508 0.48577 -0.062
C -1.48316 -0.09410 -0.16954 -0.143
N -0.43558 -0.45419 0.56367 0.003
C -1.00943 -0.94203 1.70017 -0.189
N -2.31286 -0.90473 1.69874 0.165
H -5.11878 -3.92220 -2.31048 0.091
H -6.32898 -2.66110 -2.12774 0.081
H -5.90386 -3.70001 -0.75962 0.092
H -3.20463 -4.01735 -1.10130 0.085
H -3.37767 -3.18335 0.44884 0.079
H -2.25741 -2.57614 -0.77365 0.066
H -3.34441 -2.37356 -3.13140 0.096
H -3.09154 -0.80804 -2.37279 0.075
H -4.61682 -1.16817 -3.16919 0.062
H -5.78793 -2.43274 0.92422 0.094
H -6.52615 0.14835 0.22838 0.121
H -7.00572 -1.30483 -0.58748 0.115
H -7.58925 0.57691 -1.87889 0.126
H -6.43322 -0.34585 -2.79479 0.098
H -4.83111 0.93498 -3.96642 0.110
H -3.34498 2.90078 -4.15183 0.108
H -4.90612 4.42871 -0.48301 0.111
H -6.41849 2.48610 -0.31009 0.120
H -4.36380 0.62197 0.86287 0.151
H -3.79194 0.67393 -0.79293 0.118
H -1.45802 0.37696 -1.13430 0.103
H -0.44575 -1.31946 2.53938 0.113

***

58
Properties=species:S:1:pos:R:3:nbo_charge:R:1 method="wB97M-V/def2-TZVPD" spin_multiplicity=3 energy_ha=-3141.44683 orbital_gap_ev="5.137 / 4.294" charge=-1
V 0.63215 0.57502 1.27867 0.196
Cl -0.81463 -0.27435 2.67181 -0.629
Cl 0.11495 2.17785 -0.07122 -0.619
H 1.91691 -0.42703 0.64174 -0.044
H 1.99967 -0.51537 1.45448 -0.008
P -1.62702 -1.08323 -2.07836 0.839
C -2.94194 -2.26091 -1.42607 -0.502
C -2.61521 -0.24638 -3.45191 -0.506
C -0.61788 -2.32484 -3.10371 -0.491
C -3.57107 -1.73442 -0.11660 -0.615
H -2.36765 -3.16129 -1.14495 0.214
C -4.05955 -2.62538 -2.40347 -0.617
H -4.69530 -1.75121 -2.59073 0.202
H -4.68326 -3.40934 -1.96158 0.199
H -3.67543 -3.02082 -3.34577 0.205
H -2.83909 -1.46678 0.65974 0.250
H -4.23141 -2.51130 0.29333 0.190
H -4.20891 -0.85926 -0.28716 0.195
H -0.40211 -3.09912 -2.35197 0.215
C 0.73694 -1.74136 -3.52964 -0.614
C -1.35208 -2.94015 -4.29001 -0.617
H -2.09061 -3.67844 -3.96010 0.204
H -0.64303 -3.47181 -4.92643 0.197
H -1.82433 -2.17010 -4.91003 0.204
H 1.35748 -1.40006 -2.68923 0.236
H 0.64070 -0.90800 -4.22915 0.200
H 1.30229 -2.50990 -4.06583 0.189
C -3.65589 0.71315 -2.86125 -0.615
H -3.17656 -1.00153 -4.01389 0.199
C -1.69329 0.47137 -4.44807 -0.617
H -4.45636 0.23108 -2.28156 0.203
H -4.14830 1.25120 -3.68150 0.193
H -3.18165 1.45268 -2.21531 0.228
H -0.98240 1.11413 -3.92606 0.225
H -2.30233 1.09985 -5.10646 0.197
H -1.12404 -0.20380 -5.10317 0.201
C 1.52665 0.24651 5.06678 -0.636
C 1.69759 1.62621 4.46798 -0.713
P 2.32918 1.52809 2.70287 0.949
C 2.52403 3.34133 2.35361 -0.734
C 3.13020 4.19364 3.48036 -0.615
C 3.95162 0.67478 2.99033 -0.729
C 4.86084 1.22401 4.09080 -0.612
H 0.80323 -0.30378 4.44220 0.265
H 1.10028 0.34378 6.08214 0.193
H 2.48319 -0.29751 5.12665 0.184
H 0.72633 2.12211 4.35588 0.234
H 2.33716 2.27372 5.09582 0.193
H 3.07286 3.45903 1.40503 0.227
H 1.47864 3.68201 2.19306 0.250
H 4.14264 3.87038 3.78564 0.195
H 3.19539 5.24301 3.16120 0.197
H 2.45872 4.17584 4.35252 0.202
H 3.65514 -0.35193 3.27213 0.238
H 4.49824 0.63049 2.03249 0.226
H 4.27737 1.43477 4.99735 0.206
H 5.63182 0.47390 4.36405 0.197
H 5.39912 2.11950 3.75249 0.197

***

20
Properties=species:S:1:pos:R:3:nbo_charge:R:1 method="wB97M-V/def2-TZVPD" energy_ha=-365.43647 orbital_gap_ev=10.250 e_above_lowest_ev=0.164 smiles=C[C@H](O)[C@@H](C)N.O charge=0
C -1.05028 1.37240 1.05827 -0.626
C -1.05282 0.59661 -0.25510 -0.071
C -0.29412 -0.73144 -0.16998 0.091
C -0.86895 -1.73981 0.81619 -0.636
O 1.11147 -0.48526 0.13291 -0.755
N -0.57113 1.46668 -1.31044 -0.818
H -0.03010 1.70930 1.27788 0.197
H -1.36971 0.77917 1.91800 0.206
H -1.65210 2.26055 0.95153 0.232
H -2.09094 0.30927 -0.47395 0.185
H -0.24335 -1.10937 -1.18943 0.179
H -0.41734 -2.70232 0.64924 0.226
H -1.94090 -1.81818 0.67349 0.218
H -0.68247 -1.36032 1.81440 0.200
H 1.13395 -0.29189 1.07696 0.468
H 0.40250 1.69092 -1.11284 0.358
H -0.50511 0.94118 -2.18096 0.353
H 4.10285 -0.27647 -0.94713 0.460
H 2.60389 -0.34020 -1.10012 0.490
O 3.41465 -0.27083 -1.62891 -0.958